Record 1
Here is a structure of composition C44H46N10P2V from the Open Molecules 2025 dataset. Energies are from wB97M-V/def2-TZVPD.

Geometry as XYZ:
```
103
Properties=species:S:1:pos:R:3:lowdin_charge:R:1
V 0.702 0.014 0.635 0.892
P -2.663 0.571 -0.085 0.894
P -0.748 3.101 0.550 0.881
N 0.383 1.624 3.554 0.209
N -0.005 -1.608 -0.067 0.018
N 3.387 1.892 -0.073 0.217
N 1.654 1.428 1.526 -0.013
N -0.093 0.580 -2.211 0.135
N -1.790 -2.011 1.478 0.182
N 1.520 -2.043 -1.862 0.185
N -0.425 -0.167 2.182 0.013
N 0.478 0.891 -4.482 -0.080
N 2.160 -0.082 -0.639 0.031
C 2.327 -1.044 -1.593 -0.286
C 2.140 3.173 2.967 -0.114
C -2.946 0.038 6.059 -0.081
C 3.163 0.830 -0.809 -0.290
C 4.013 0.452 -1.914 -0.106
C 3.494 -0.763 -2.398 -0.098
C 1.063 1.748 -5.493 -0.214
C 5.246 -0.861 -3.997 -0.083
C -0.116 -0.347 -4.958 -0.190
C -4.100 -0.211 0.782 -0.273
C 5.747 0.354 -3.531 -0.085
C -1.158 -2.214 0.346 -0.317
C -2.677 -4.045 -0.698 -0.015
C 3.065 5.170 3.851 -0.078
C 2.695 2.151 1.010 -0.289
C -0.645 -4.122 -2.667 -0.014
C 3.012 3.268 1.868 -0.121
C 2.162 4.128 3.972 -0.014
C 0.838 -1.539 -4.925 -0.063
C -1.566 -3.221 -0.608 -0.110
C 0.121 4.664 0.041 -0.258
C 1.127 2.516 -2.753 -0.017
C 0.412 -2.258 -1.192 -0.294
C -1.487 3.771 2.111 -0.267
C -2.106 -0.884 3.598 -0.112
C 5.141 1.025 -2.484 -0.014
C -3.588 -1.038 5.446 -0.080
C -2.244 3.281 -0.538 -0.443
C -1.881 0.676 5.450 -0.012
C -1.428 -1.087 2.336 -0.324
C -0.417 0.616 3.303 -0.287
C -2.762 -4.898 -1.782 -0.079
C -3.184 -1.509 4.209 -0.018
C 4.112 -1.430 -3.446 -0.020
C 0.464 1.228 -3.157 -0.423
C -1.761 -4.934 -2.753 -0.079
C 2.466 1.342 -5.953 -0.061
C -3.181 0.056 -1.786 -0.274
C -0.554 -3.258 -1.587 -0.099
C 3.925 4.306 1.760 -0.014
C -1.461 0.204 4.215 -0.101
C 1.317 2.011 2.719 -0.324
C 3.932 5.259 2.761 -0.079
C -3.331 2.314 -0.104 -0.428
H -1.383 1.513 5.913 0.111
H 6.629 0.774 -3.994 0.101
H 1.110 -1.779 -3.900 0.033
H 0.581 3.374 -3.150 0.086
H 0.134 -4.150 -3.412 0.105
H 5.768 -1.370 -4.795 0.102
H -3.616 -5.552 -1.885 0.101
H 4.582 4.366 0.907 0.112
H 0.286 4.659 -1.034 0.019
H -1.005 -0.583 -4.361 0.108
H 1.097 2.555 -1.664 0.040
H 0.362 -2.407 -5.376 0.075
H 2.162 2.557 -3.085 0.086
H -0.452 -0.173 -5.984 0.117
H 2.444 0.435 -6.552 0.064
H 3.728 -2.376 -3.796 0.113
H 3.096 5.939 4.608 0.100
H -2.669 0.663 -2.527 0.018
H -0.685 4.116 2.762 0.028
H 1.087 4.716 0.542 0.024
H 4.604 6.100 2.692 0.100
H -3.443 -4.021 0.061 0.111
H -4.259 0.160 -1.904 0.038
H -3.288 0.373 7.028 0.101
H -3.680 -2.341 3.733 0.113
H 1.747 -1.321 -5.476 0.056
H -2.036 2.993 2.638 0.027
H -3.996 -1.291 0.707 0.023
H 2.880 2.136 -6.570 0.075
H 3.124 1.179 -5.103 0.062
H -1.870 -5.602 -3.594 0.100
H -4.412 -1.516 5.956 0.100
H 0.392 1.750 -6.360 0.118
H 1.103 2.767 -5.113 0.100
H -2.906 -0.988 -1.926 0.027
H -1.917 3.023 -1.549 0.061
H 5.536 1.957 -2.110 0.111
H -5.040 0.102 0.329 0.040
H -4.193 2.370 -0.775 0.079
H -2.600 4.317 -0.530 0.080
H -3.665 2.543 0.912 0.068
H 1.481 4.065 4.807 0.112
H -0.463 5.542 0.313 0.039
H -4.089 0.061 1.835 0.031
H -0.535 -0.293 -2.484 0.028
H -2.149 4.606 1.878 0.044
```

Computed properties:
E, eV: -105545.2099
Orbital gap (spin up / spin down), eV: 5.69 / 4.55
Relative energy (zero: lowest compared OMol25 entry of this formula, charge and spin), kJ/mol: 96.65
LUMO (spin up / spin down), eV: -0.863 / -1.420
Spin multiplicity: 4
Total charge: 0
HOMO energy (spin up / spin down), eV: -6.6 / -6.0

Record 2
Here is a structure of composition C26H43BN5Se2V from the Open Molecules 2025 dataset. Energies are from wB97M-V/def2-TZVPD.

Geometry as XYZ:
```
78
Properties=species:S:1:pos:R:3:lowdin_charge:R:1
Se -0.489 0.558 -2.296 0.742
Se -1.871 -2.893 -1.859 -0.055
V 0.170 -2.079 -1.003 0.099
N 1.822 -1.756 -2.021 0.013
N 1.220 -5.010 -0.835 -0.119
N 0.130 2.282 -0.085 -0.009
N -1.771 1.242 0.153 -0.014
N -0.148 -4.625 0.746 -0.131
C 2.022 -4.893 -2.048 -0.015
C 0.631 -1.232 0.653 -0.170
C 1.826 -1.233 1.609 -0.667
C -4.483 2.374 -0.687 -0.254
C -1.197 -4.027 1.559 -0.047
C -1.566 1.967 1.323 -0.153
C 0.659 4.040 -3.501 -0.115
C -1.776 2.860 3.506 -0.091
C 1.371 2.801 -0.654 -0.151
C -3.915 1.024 -1.111 -0.193
C -0.557 3.534 3.348 -0.093
C 2.830 -1.567 -2.554 -0.188
C 1.362 -1.303 3.068 -0.075
C 1.052 -6.208 -0.166 -0.067
C -2.293 2.061 2.497 -0.011
C -0.725 1.418 -0.692 -0.663
C 2.591 0.085 1.419 -0.066
C -0.357 2.633 1.169 -0.158
C 0.454 -4.005 -0.309 -0.277
C -5.480 2.280 0.467 -0.109
C 2.784 -2.398 1.333 -0.068
C 0.173 3.423 2.174 -0.016
C 0.231 4.555 -2.127 -0.257
C 1.259 4.271 -1.036 -0.189
C -2.939 0.390 -0.133 -0.157
C 0.186 -5.963 0.830 -0.068
B 4.246 -1.344 -3.242 -0.423
H -6.281 1.572 0.231 0.074
H -0.727 4.106 -1.846 0.099
H -0.174 4.142 4.157 0.097
H -1.333 -4.650 2.442 0.083
H -0.016 4.395 -4.283 0.069
H -3.405 0.174 0.830 0.119
H 1.667 4.387 -3.750 0.073
H -0.896 -3.023 1.847 0.060
H 2.331 -3.357 1.606 0.072
H -3.397 1.110 -2.068 0.080
H 1.569 -7.107 -0.450 0.110
H 3.063 -2.442 0.276 0.068
H 3.471 0.124 2.076 0.082
H 0.752 -0.427 3.318 0.075
H 1.130 3.916 2.059 0.111
H 2.924 0.189 0.383 0.084
H 0.063 5.634 -2.174 0.100
H 2.681 -4.037 -1.991 0.057
H -2.322 2.956 4.436 0.097
H 1.944 0.935 1.664 0.059
H 3.703 -2.283 1.918 0.078
H 0.655 2.949 -3.537 0.016
H 1.020 4.856 -0.143 0.097
H -0.136 -0.540 1.038 0.034
H -5.942 3.247 0.681 0.067
H -3.215 1.513 2.636 0.098
H 4.838 -2.412 -3.160 -0.008
H 2.158 2.648 0.086 0.113
H -2.113 -3.957 0.974 0.049
H 2.622 -5.796 -2.147 0.085
H -4.728 0.306 -1.262 0.121
H 2.213 -1.337 3.761 0.078
H 0.759 -2.199 3.242 0.066
H 1.600 2.169 -1.511 0.089
H -2.575 -0.553 -0.545 0.014
H -3.664 3.050 -0.420 0.100
H -5.006 1.940 1.391 0.045
H 4.075 -1.018 -4.403 -0.007
H 1.371 -4.785 -2.913 0.096
H -4.979 2.830 -1.548 0.103
H 2.248 4.598 -1.373 0.116
H 4.819 -0.474 -2.607 -0.009
H -0.221 -6.612 1.587 0.110
```

Computed properties:
E, eV: -192168.5648
Orbital gap (spin up / spin down), eV: 5.50 / 5.82
Relative energy (zero: lowest compared OMol25 entry of this formula, charge and spin), kJ/mol: 55.42
LUMO (spin up / spin down), eV: 2.463 / 2.464
Spin multiplicity: 2
Total charge: -1
HOMO energy (spin up / spin down), eV: -3.0 / -3.4

Record 3
Here is the molecule C4H8O from the Open Molecules 2025 dataset. Energies are from wB97M-V/def2-TZVPD.

Geometry as XYZ:
```
13
Properties=species:S:1:pos:R:3:lowdin_charge:R:1
O 0.395 0.703 0.017 -0.288
C 1.577 0.316 0.708 -0.074
C -0.858 0.147 0.524 -0.164
C 0.158 -0.357 -1.378 0.018
C -1.235 -0.609 -0.740 -0.241
H 1.627 0.842 1.668 0.098
H -1.439 -1.671 -0.564 0.089
H 1.590 -0.770 0.840 0.095
H -1.506 0.979 0.810 0.124
H 2.409 0.606 0.066 0.100
H 0.045 0.462 -2.111 0.025
H -2.108 -0.171 -1.241 0.095
H -0.655 -0.476 1.401 0.122
```

Computed properties:
E, eV: -6320.3817
Orbital gap, eV: 8.40
Relative energy (zero: lowest compared OMol25 entry of this formula, charge and spin), kJ/mol: 461.80
LUMO, eV: 0.945
Total charge: 0
HOMO energy, eV: -7.5

Record 4
Here is a cluster of 2 separate species, C8H14N2 in total from the Open Molecules 2025 dataset. Energies are from wB97M-V/def2-TZVPD.

Geometry as XYZ:
```
24
Properties=species:S:1:pos:R:3:lowdin_charge:R:1
N -0.770 1.302 0.147 -0.077
N 3.361 -0.598 0.309 0.065
C 4.104 -1.013 1.233 0.200
C -1.141 2.571 0.234 0.233
C -1.750 -1.112 -0.953 -0.089
C -2.533 -0.339 0.230 -0.100
C 2.349 -0.524 -0.428 0.118
C -1.370 0.238 1.052 -0.121
C -0.363 -0.559 -1.254 -0.050
C -0.010 0.659 -0.871 -0.114
H -0.675 -0.504 1.326 0.106
H 1.590 -1.343 -0.619 0.135
H -1.670 0.513 2.122 0.168
H -0.919 3.301 -0.641 0.165
H -1.816 2.955 1.046 0.150
H -1.689 -2.104 -0.556 0.116
H -3.243 0.461 -0.072 0.130
H 0.643 1.414 -1.312 0.138
H 5.044 -1.555 0.888 0.168
H 3.905 -0.890 2.312 0.148
H 0.087 -1.048 -2.018 0.101
H -3.067 -1.153 0.815 0.148
H 2.211 0.390 -1.125 0.140
H -2.279 -1.063 -1.867 0.121
```

Computed properties:
E, eV: -11481.8603
Orbital gap, eV: 9.15
Relative energy (zero: lowest compared OMol25 entry of this formula, charge and spin), kJ/mol: 115.65
LUMO, eV: -8.465
Total charge: +2
HOMO energy, eV: -17.6

Record 5
Here is a structure of composition C33H39N6SiV from the Open Molecules 2025 dataset. Energies are from wB97M-V/def2-TZVPD.

Geometry as XYZ:
```
80
Properties=species:S:1:pos:R:3:lowdin_charge:R:1
V -0.171 0.447 0.024 0.919
Si -1.449 -3.583 2.794 0.406
N 0.019 2.370 -1.521 0.025
N 1.180 -0.336 -1.208 -0.081
N -1.138 1.669 1.306 -0.060
N 1.319 1.130 1.169 -0.072
N -1.283 0.093 -1.385 -0.123
N -1.804 2.789 -6.014 0.110
C -0.224 2.655 -3.989 -0.210
C 2.487 -0.818 -0.847 -0.225
C -1.095 2.708 -5.104 -0.246
C -0.555 -5.154 2.277 -0.197
C -0.311 5.001 2.719 -0.092
C 1.007 5.433 2.582 -0.121
C -3.652 0.995 -1.405 -0.168
C 1.153 3.025 -1.665 -0.198
C -1.205 -0.410 -3.804 -0.003
C -0.752 -0.551 -5.064 -0.115
C -2.534 1.528 1.686 -0.203
C 0.882 -0.012 -2.480 -0.207
C 3.287 0.250 -0.100 -0.162
C -0.897 3.808 2.372 -0.008
C 2.097 3.344 1.716 -0.044
C -1.040 -3.222 4.595 -0.197
C 0.497 -0.138 -5.622 -0.138
C 1.609 0.155 -4.900 -0.120
C 0.939 3.364 -4.009 -0.072
C 1.711 3.510 -2.841 -0.121
C -3.543 2.316 0.843 -0.179
C 1.077 2.390 1.530 -0.224
C -0.638 -1.206 1.077 -0.143
C -0.382 2.657 1.716 -0.202
C -3.296 2.287 -0.661 -0.204
C -3.303 -3.857 2.629 -0.196
C -0.951 -2.175 1.755 -0.192
C 2.644 0.544 1.255 -0.211
C -2.692 -0.200 -1.247 -0.217
C 1.810 0.107 -3.499 -0.056
C -0.680 1.937 -2.741 -0.214
C 2.060 4.668 2.128 -0.093
C -0.603 0.367 -2.675 -0.319
H 2.845 0.174 -3.192 0.091
H -1.424 -1.062 -5.748 0.097
H 3.032 -1.163 -1.729 0.102
H 2.369 -1.685 -0.182 0.113
H -3.887 3.091 -1.111 0.114
H -4.541 1.929 1.076 0.110
H 2.498 0.411 -5.471 0.097
H -2.251 2.553 -0.828 0.077
H 0.526 -5.041 2.376 0.025
H 1.223 6.454 2.870 0.089
H -1.339 -4.051 5.242 0.022
H 3.022 5.172 2.094 0.102
H 2.512 -0.415 1.771 0.117
H -3.575 -4.043 1.589 0.026
H -0.867 -5.995 2.901 0.022
H -2.816 -0.640 -0.254 0.087
H 3.299 1.148 1.887 0.101
H -1.958 3.757 2.578 0.085
H 0.031 -3.060 4.723 0.025
H -3.537 3.363 1.161 0.096
H -3.001 -0.980 -1.950 0.101
H 4.306 -0.108 0.077 0.109
H 1.672 3.247 -0.737 0.083
H 1.229 3.862 -4.929 0.112
H 3.345 1.160 -0.706 0.109
H -3.752 1.225 -2.470 0.105
H -4.640 0.650 -1.076 0.109
H -0.768 -5.404 1.237 0.026
H -1.553 -2.322 4.934 0.024
H 3.081 3.003 1.424 0.095
H 2.626 4.082 -2.823 0.068
H -2.151 -0.888 -3.594 0.083
H -2.652 1.794 2.744 0.117
H -1.750 2.145 -2.638 0.109
H 0.561 -0.104 -6.703 0.086
H -2.750 0.459 1.617 0.092
H -3.631 -4.712 3.225 0.022
H -0.995 5.726 3.148 0.101
H -3.856 -2.978 2.963 0.023
```

Computed properties:
E, eV: -77358.9393
Orbital gap (spin up / spin down), eV: 5.08 / 5.44
Relative energy (zero: lowest compared OMol25 entry of this formula, charge and spin), kJ/mol: 36.73
LUMO (spin up / spin down), eV: 1.908 / 2.243
Spin multiplicity: 2
Total charge: -1
HOMO energy (spin up / spin down), eV: -3.2 / -3.2

Record 6
Here is a structure of composition C6H9F from the Open Molecules 2025 dataset. Energies are from wB97M-V/def2-TZVPD.

Geometry as XYZ:
```
16
Properties=species:S:1:pos:R:3:lowdin_charge:R:1
F -2.111 -0.810 1.077 -0.065
C 2.807 0.329 -0.862 -0.001
C 1.479 0.277 -1.215 -0.144
C -2.117 0.257 0.278 -0.276
C 0.767 -0.273 1.172 -0.090
C 0.408 0.001 -0.260 -0.425
C -0.926 0.257 -0.677 -0.048
H 2.338 -0.507 0.869 0.170
H 0.706 0.983 1.839 0.167
H -1.823 1.231 0.945 0.146
H -1.155 0.247 -1.705 0.074
H -3.168 0.458 -0.210 0.141
H 3.040 0.110 0.097 -0.060
H 3.696 0.544 -1.535 0.090
H 1.061 0.562 -2.194 0.105
H -0.202 -1.427 1.593 0.215
```

Computed properties:
E, eV: -9077.2988
Orbital gap, eV: 8.70
Relative energy (zero: lowest compared OMol25 entry of this formula, charge and spin), kJ/mol: 713.55
LUMO, eV: 0.157
Total charge: 0
HOMO energy, eV: -8.5

Record 7
Here is a cluster of 2 separate species, C2H9OS in total from the Open Molecules 2025 dataset. Energies are from wB97M-V/def2-TZVPD.

Geometry as XYZ:
```
13
Properties=species:S:1:pos:R:3:lowdin_charge:R:1
S -0.135 -0.474 -0.414 1.048
O 3.089 1.064 0.632 -0.074
C -0.760 0.949 0.551 -0.237
C -1.609 -1.464 -1.013 -0.235
H -0.623 1.895 0.032 0.073
H 3.173 2.010 0.796 0.041
H -0.090 0.808 1.405 0.059
H -2.205 -1.717 -0.127 0.067
H -1.813 0.837 0.762 0.061
H -2.192 -0.979 -1.793 0.068
H 0.309 -1.474 0.352 0.018
H 3.949 0.904 0.216 0.049
H -1.094 -2.358 -1.398 0.062
```

Computed properties:
E, eV: -15094.8092
Orbital gap, eV: 11.17
Relative energy (zero: lowest compared OMol25 entry of this formula, charge and spin), kJ/mol: 68.29
LUMO, eV: -3.808
Total charge: +1
HOMO energy, eV: -15.0

Record 8
Here is a cluster of 2 separate species, CH5PS in total from the Open Molecules 2025 dataset. Energies are from wB97M-V/def2-TZVPD.

Geometry as XYZ:
```
8
Properties=species:S:1:pos:R:3:lowdin_charge:R:1
S 0.842 -1.058 -0.346 0.390
P 1.524 0.807 -0.006 0.347
C -0.669 -0.984 0.494 -0.530
H -0.902 1.430 -0.547 0.007
H -1.538 -1.564 0.180 0.011
H 2.833 0.619 -0.640 -0.189
H -0.827 -0.132 1.143 -0.034
H -1.265 0.881 -0.279 -0.002
```

Computed properties:
E, eV: -21238.6054
Orbital gap (spin up / spin down), eV: 7.55 / 7.36
Relative energy (zero: lowest compared OMol25 entry of this formula, charge and spin), kJ/mol: 310.25
LUMO (spin up / spin down), eV: -0.345 / -0.792
Total charge: 0
HOMO energy (spin up / spin down), eV: -7.9 / -8.1

What is the formula in the sixth record?
C6H9F

Which value of E does entry 3 give?
-6320.3817 eV